*P*
Below is one molecule with the formula CHCl2NO2, with properties calculated with wB97M-V/def2-TZVPD.

Computed properties:
SMILES string   O=[N+]([O-])C(Cl)Cl
Kohn-Sham gap   11.281 eV

Last column: Löwdin charge in e.
Cartesian coordinates (Å):
1 C 0.5848 0.4624 -0.8523  -1.07
2 H 1.2147 0.6594 -0.0567  0.04
3 N -0.4168 1.5978 -0.6571  -0.48
4 O 0.0607 2.6388 -0.2835  0.09
5 Cl 1.3557 0.6150 -2.3317  0.74
6 O -1.5686 1.3486 -0.9454  0.04
7 Cl -0.2835 -1.0678 -0.5457  0.64

***

*Q*
Below is CHCl2NO2 as an isolated structure, with properties calculated with wB97M-V/def2-TZVPD.

Computed properties:
Kohn-Sham gap   10.136 eV

Last column: Löwdin charge in e.
Cartesian coordinates (Å):
1 O -1.7749 0.4638 -0.3227  0.02
2 C 0.7062 -0.2337 -0.2988  -1.08
3 Cl 1.0145 -1.4938 0.7426  0.67
4 Cl 0.1788 -0.7235 -1.8844  0.62
5 O -0.8072 0.8472 1.5769  0.08
6 H 1.5616 0.5529 -0.2616  0.09
7 N -0.8790 0.5871 0.4481  -0.41

***

Relative energies with respect to the most stable structure, expressed in kcal/mol: *P* 0.0; *Q* 19.9.

***

*P*
Below is a 4-piece molecular cluster, C2H12NO4 overall, with properties calculated with wB97M-V/def2-TZVPD.

Computed properties:
Total charge   -1
Kohn-Sham gap   6.676 eV

Last column: Löwdin charge in e.
Cartesian coordinates (Å):
1 H -1.3221 -3.9314 -6.1245  0.03
2 H -0.8129 1.2875 -1.9037  0.09
3 H 1.4045 1.2573 -0.4893  0.10
4 H -0.2668 -0.6674 0.1577  0.03
5 H 1.0435 0.1877 1.4915  -0.02
6 H 0.9780 1.6408 3.9016  0.04
7 H -0.2102 -0.7832 -1.4737  0.04
8 H 0.4523 2.7593 -0.2338  0.08
9 O 1.2426 1.0562 4.6394  -0.08
10 H -1.5992 1.4380 -0.2936  0.09
11 H -1.9780 -3.0166 -5.1000  0.03
12 O -1.7382 -3.0676 -6.0296  -0.06
13 C -0.7404 1.0434 -0.8372  -0.30
14 O 0.3599 1.3486 1.2325  -0.33
15 H 0.8243 0.2801 4.2407  0.01
16 N -0.7580 -0.4206 -0.7012  -0.02
17 H 0.8610 -0.5804 2.6875  -0.05
18 O 1.2630 -0.8444 1.8539  -0.24
19 C 0.4572 1.6802 -0.1162  -0.41

***

*Q*
Below is a 4-piece molecular cluster, C2H12NO4 overall, with properties calculated with wB97M-V/def2-TZVPD.

Computed properties:
Total charge   -1
Kohn-Sham gap   8.569 eV

Last column: Löwdin charge in e.
Cartesian coordinates (Å):
1 H -1.5175 1.9538 -0.0473  0.07
2 H -3.1733 -1.5049 -1.6421  0.00
3 H -2.2170 0.7845 1.1035  0.06
4 H 2.0900 -2.1271 2.0403  -0.01
5 H 0.8377 -0.4627 -1.4200  0.11
6 H -2.2200 -1.2744 -0.4729  -0.02
7 O 1.4595 -1.5297 1.6493  -0.14
8 H 1.7405 1.1742 -0.3299  -0.02
9 H -0.6193 1.4339 1.3588  0.08
10 O -3.0851 -1.6434 -0.7074  -0.09
11 C 0.1938 0.4212 -1.2682  -0.34
12 O 2.6625 0.4987 0.6200  -0.39
13 H 3.4095 0.2845 0.0484  -0.06
14 H -0.3382 0.6884 -2.1864  0.10
15 H 1.9758 -0.7080 1.3941  -0.04
16 N -0.7410 -0.0272 -0.1955  -0.11
17 O 0.9884 1.5152 -0.9394  -0.14
18 C -1.3050 1.0886 0.5759  -0.13
19 H -0.1412 -0.5657 0.4190  0.06

***

Relative energies with respect to the most stable structure, expressed in kcal/mol: *P* 23.2; *Q* 0.0.

***

*P*
Below is a 7-piece molecular cluster, C12H38O7 overall, with properties calculated with wB97M-V/def2-TZVPD.

Computed properties:
SMILES string   CC(C)O.CC(C)O.CC(C)O.CC(C)O.O.O.O
Kohn-Sham gap   10.387 eV

Last column: Löwdin charge in e.
Cartesian coordinates (Å):
1 C -3.0409 1.3635 -4.8812  -0.03
2 H -0.1947 0.8262 -4.8145  0.09
3 H 3.2575 -0.4420 6.2295  0.07
4 H -3.8708 -0.3880 0.9131  0.08
5 O 2.0312 0.0308 -0.9193  -0.04
6 O 4.2270 0.2487 3.7214  -0.05
7 H 2.7520 -1.3069 3.7979  0.13
8 H -0.4206 1.6502 0.8833  0.07
9 H -3.2161 0.5267 -5.5574  0.07
10 H 1.5859 -0.1487 5.7589  0.07
11 H -4.0979 1.2514 0.2938  0.08
12 C -1.3649 2.0609 1.2407  -0.04
13 H 2.6794 -0.0464 -2.9621  -0.02
14 H -4.0764 1.5055 -4.5718  0.07
15 H 1.4372 0.2654 -1.6323  0.01
16 H 0.4595 -2.5575 -0.4652  0.14
17 C 2.8938 -0.2424 3.9845  -0.47
18 H 4.2034 0.1062 -1.6517  -0.01
19 C 2.6234 0.0683 5.5045  -0.05
20 C -2.4167 1.0366 1.6922  -0.44
21 H -2.1245 -0.8219 -4.1990  0.08
22 H -1.1411 -0.5043 1.7023  0.01
23 H -2.4649 -2.4470 0.3101  0.08
24 H -1.6435 -3.8840 -0.0613  0.09
25 C 1.9290 0.4951 3.1443  -0.08
26 C 0.2335 -2.4285 1.6991  -0.02
27 H 4.8749 -0.3310 4.1286  0.08
28 H -2.8184 2.2619 -5.4568  0.07
29 H -1.1872 2.6395 2.1472  0.07
30 C -1.5714 -2.8054 -0.2011  -0.04
31 C -3.3513 0.5061 0.5681  -0.05
32 H -1.7855 2.8469 0.6136  0.07
33 H -2.8050 0.2332 -0.3347  0.05
34 H -3.1777 1.4533 2.3520  0.13
35 H 1.4541 -0.2453 -0.2072  0.00
36 H 1.9798 1.5727 3.2998  0.09
37 H -0.5804 -2.2627 2.4050  0.08
38 H 1.0787 -1.7823 1.9358  0.07
39 H -0.8207 -0.6118 -0.7135  0.09
40 H 0.8947 0.2463 3.3820  0.08
41 C -0.6516 1.3446 -3.9715  -0.07
42 O -2.2245 -0.3811 -3.3521  -0.06
43 H -0.2177 1.0337 -3.0212  0.07
44 O -1.7239 -0.0500 2.3151  -0.08
45 O -0.2675 -0.8138 0.0447  -0.11
46 H -2.3466 1.5134 -2.7740  0.13
47 H 2.2646 0.4438 -4.3331  0.04
48 H 2.0953 0.3046 2.0841  0.07
49 H 0.4236 -3.4689 1.9628  0.09
50 C -2.0328 1.0100 -3.6885  -0.48
51 H -0.5444 2.4271 -4.0415  0.10
52 O 2.4280 -0.3555 -3.8325  -0.04
53 C -0.2681 -2.2197 0.2728  -0.44
54 H 4.7448 0.3249 -3.0485  0.02
55 O 4.9405 0.4906 -2.1263  -0.05
56 H -1.7565 -2.6799 -1.2679  0.08
57 H 2.7122 1.1370 5.6994  0.08

***

*Q*
Below is a 7-piece molecular cluster, C12H38O7 overall, with properties calculated with wB97M-V/def2-TZVPD.

Computed properties:
SMILES string   CC(C)O.CC(C)O.CC(C)O.CC(C)O.O.O.O
Kohn-Sham gap   10.011 eV

Last column: Löwdin charge in e.
Cartesian coordinates (Å):
1 H -7.9789 11.2210 11.8826  0.08
2 H -7.0532 8.7595 7.5136  0.05
3 C -6.9550 11.4948 12.1369  -0.07
4 H -6.3638 12.6599 16.5861  0.03
5 H -8.3572 6.2807 4.7290  0.09
6 H -4.2852 12.9879 12.2360  -0.01
7 C -7.2336 8.6881 5.0286  -0.04
8 O -4.0799 13.9200 12.3084  -0.06
9 O -3.0906 9.3642 5.0424  -0.06
10 H -0.6778 8.9913 5.7261  0.06
11 H -6.4489 9.3744 5.3469  0.05
12 H -6.5102 6.8156 5.9386  0.13
13 C -5.8075 10.2495 10.3004  -0.05
14 C -7.4728 12.7518 7.6342  -0.04
15 H -6.6987 12.7837 8.4010  0.06
16 O -5.8631 14.3452 6.6960  -0.04
17 H -3.3937 9.4848 15.3599  0.05
18 H -2.3121 9.3740 14.3064  0.05
19 O -4.7455 10.8121 12.3714  -0.06
20 H -0.9705 10.6520 6.2339  0.07
21 O -6.4879 12.8664 15.6597  -0.05
22 C -7.7293 7.9215 7.3442  -0.07
23 C -8.0426 14.5278 5.8754  -0.06
24 C -2.8117 9.3499 6.3914  -0.49
25 H -2.7082 8.5800 4.6418  0.09
26 C -3.6369 10.3717 7.1460  -0.05
27 H -4.3607 10.1163 12.9093  0.05
28 H -7.7743 7.1301 8.0923  0.08
29 H -8.0293 15.4151 6.5083  0.08
30 H -6.9690 8.3084 4.0418  0.07
31 H -6.1706 15.2021 7.0007  0.08
32 H -7.2651 13.4248 15.6403  0.03
33 C -7.4297 7.4006 5.9566  -0.47
34 H -1.0298 9.3978 7.5101  0.06
35 H -8.3273 13.2633 8.0773  0.07
36 H -7.7920 14.7127 4.8309  0.08
37 H -6.6561 12.4244 11.6525  0.09
38 H -6.7502 12.9321 5.5320  0.13
39 H -3.1290 13.9648 12.2081  0.03
40 H -4.7096 10.1997 7.0577  0.06
41 H -9.0722 14.1826 5.7811  0.08
42 O -3.2590 9.3058 14.4293  -0.03
43 H -6.2929 9.4987 12.3857  0.14
44 C -5.9973 10.4046 11.8565  -0.46
45 H -8.6736 8.4611 7.4172  0.08
46 H -7.0408 11.6648 13.2101  0.07
47 H -2.9474 8.3197 6.7207  0.12
48 H -5.2598 10.9729 9.6963  0.06
49 C -1.2015 9.6100 6.4549  -0.03
50 H -3.4321 10.4813 8.2110  0.07
51 H -5.1528 9.3971 10.1190  0.06
52 H -6.7217 9.9762 9.7736  0.06
53 C -6.9636 13.5554 6.4004  -0.49
54 H -8.1007 9.3400 4.9220  0.07
55 H -7.8797 11.7465 7.5253  0.06
56 H -3.4382 11.3522 6.7134  0.09
57 O -8.5661 6.6493 5.5905  -0.04

***

Relative energies with respect to the most stable structure, expressed in kcal/mol: *P* 0.0; *Q* 13.2.

***

*P*
Below is one molecule with the formula C5H7NO3, with properties calculated with wB97M-V/def2-TZVPD.

Computed properties:
SMILES string   C/C(=C/N)C(=O)C(=O)O
Kohn-Sham gap   9.145 eV

Last column: Löwdin charge in e.
Cartesian coordinates (Å):
1 N -1.3027 -1.5291 -0.4831  0.08
2 H 0.4512 -2.3027 0.1663  0.13
3 C -0.0113 -1.3411 -0.0639  -0.14
4 H 2.8217 0.0975 -0.2458  0.08
5 C 2.1615 -0.3023 0.5312  -0.06
6 O -1.7674 1.9812 0.8692  0.15
7 C 0.2330 1.1657 -0.1290  -0.27
8 C 0.7255 -0.2295 0.0917  -0.22
9 O -1.9417 1.1266 -1.2062  0.09
10 C -1.2666 1.4147 -0.2353  -0.44
11 H 2.4794 -1.3303 0.7361  0.08
12 H -1.4823 -2.4529 -0.8748  0.10
13 H 2.3113 0.2757 1.4495  0.09
14 O 0.9958 2.1246 -0.1976  0.11
15 H -2.7200 2.1002 0.6816  0.14
16 H -1.6877 -0.7983 -1.0899  0.07

***

*Q*
Below is one molecule with the formula C5H7NO3, with properties calculated with wB97M-V/def2-TZVPD.

Computed properties:
SMILES string   N[C@@H]1C=C(C(=O)O)OC1
Kohn-Sham gap   10.122 eV

Last column: Löwdin charge in e.
Cartesian coordinates (Å):
1 C -1.1127 1.2426 -0.4569  -0.10
2 C -1.3921 -0.3017 -0.3046  -0.36
3 O 0.2878 1.4549 -0.1589  -0.02
4 O 2.9363 -0.8591 -0.3832  0.20
5 H -1.4021 1.4224 -1.5277  0.13
6 H -2.0085 -0.6653 -1.0244  0.10
7 H 0.3600 -1.8891 -0.1993  0.17
8 C 2.3061 0.1908 0.1095  -0.44
9 N -2.1737 -0.4612 0.8620  0.02
10 H -1.6040 -0.1400 1.8165  0.17
11 H 3.7769 -0.8012 -0.3162  0.02
12 H -1.6908 1.8948 0.1161  0.10
13 H -2.1534 -1.4346 1.0476  0.05
14 C 0.0630 -0.7546 -0.2757  0.02
15 O 2.9173 0.9391 0.8410  0.15
16 C 0.8898 0.1621 -0.1459  -0.22

***

Relative energies with respect to the most stable structure, expressed in kcal/mol: *P* 0.0; *Q* 53.8.